{
  "formula": "C43H87F3N10O11P",
  "method": "the ωB97M-V functional and the def2-TZVPD basis",
  "mol_weight_da": 1008.20,
  "energy_ha": -3706.06549,
  "max_force_ev_per_a": 9.61,
  "e_homo_ev": -10.407,
  "orbital_gap_ev": 7.107,
  "charge": 1,
  "lumo_ev": -3.3,
  "species": ["C", "C", "C", "C", "C", "N", "C", "N", "C", "C", "O", "C", "O", "C", "C", "O", "C", "O", "N", "C", "C", "C", "F", "F", "F", "C", "C", "C", "C", "C", "N", "C", "C", "C", "O", "P", "C", "C", "H", "H", "H", "H", "H", "H", "H", "H", "H", "H", "H", "H", "H", "H", "H", "H", "H", "H", "H", "H", "H", "H", "H", "H", "H", "H", "H", "H", "H", "H", "H", "H", "H", "H", "H", "H", "H", "H", "H", "H", "H", "H", "H", "H", "H", "C", "C", "O", "N", "C", "H", "H", "H", "H", "H", "H", "H", "C", "C", "O", "N", "C", "H", "H", "H", "H", "H", "H", "H", "C", "C", "O", "N", "C", "H", "H", "H", "H", "H", "H", "H", "C", "C", "O", "N", "C", "H", "H", "H", "H", "H", "H", "H", "C", "C", "O", "N", "C", "H", "H", "H", "H", "H", "H", "H", "C", "C", "O", "N", "C", "H", "H", "H", "H", "H", "H", "H"],
  "coordinates": [[3.061, -0.646, 3.719], [2.361, -0.457, 2.233], [0.730, -0.813, 2.238], [0.385, -2.197, 3.060], [0.171, -0.836, 0.664], [-0.218, -2.262, 0.222], [-1.742, -2.474, 0.350], [-2.438, -3.550, -0.135], [-3.757, -3.525, -0.875], [-3.698, -4.207, -2.383], [-2.612, -3.662, -3.212], [-3.114, -2.919, -4.379], [-4.050, -3.323, -5.242], [-1.773, -4.928, 0.046], [-1.213, -5.193, 1.564], [0.263, -5.431, 1.514], [0.634, -6.377, 2.586], [1.663, -6.171, 3.451], [-2.137, -1.260, 1.157], [-3.607, -0.991, 1.382], [-3.740, -0.352, 2.920], [-4.737, 0.952, 2.991], [-4.679, 1.485, 4.399], [-6.169, 0.649, 2.730], [-4.362, 2.074, 2.099], [-1.339, -0.153, 0.436], [-1.444, 1.382, 1.010], [-0.160, 2.341, 0.664], [0.591, 2.983, 1.986], [1.857, 3.917, 1.424], [3.166, 3.160, 1.426], [4.306, 3.949, 2.031], [3.508, 2.564, 0.079], [4.438, 1.178, 0.068], [3.180, 3.052, -1.119], [-1.493, -0.350, -1.496], [-0.238, 0.779, -2.402], [-3.256, 0.074, -2.097], [4.141, -0.144, 3.788], [2.329, -0.251, 4.563], [3.250, -1.801, 3.922], [2.964, -1.172, 1.498], [2.430, 0.676, 1.939], [0.224, 0.068, 2.847], [-0.773, -2.453, 3.094], [1.033, -3.078, 2.600], [0.727, -2.099, 4.198], [1.010, -0.342, 0.005], [0.191, -2.567, -0.689], [-4.275, -2.453, -0.905], [-4.516, -4.206, -0.254], [-3.485, -5.375, -2.271], [-4.770, -4.131, -2.867], [-2.589, -1.873, -4.607], [-0.816, -4.890, -0.667], [-2.438, -5.809, -0.390], [-1.696, -6.222, 1.929], [-1.527, -4.395, 2.360], [0.011, -7.373, 2.795], [-4.285, -1.959, 1.387], [-3.975, -0.156, 0.642], [-2.692, -0.032, 3.351], [-4.171, -1.172, 3.649], [-1.646, 1.467, 2.161], [-2.391, 1.875, 0.478], [-0.570, 3.270, 0.041], [0.674, 1.839, 0.015], [-0.168, 3.739, 2.473], [0.956, 2.183, 2.759], [1.987, 4.802, 2.215], [1.581, 4.434, 0.411], [5.309, 3.345, 1.857], [4.458, 5.022, 1.587], [4.175, 4.020, 3.204], [4.711, 0.826, 1.151], [3.825, 0.289, -0.424], [5.442, 1.324, -0.542], [-0.434, 1.915, -2.096], [-0.414, 0.757, -3.582], [0.902, 0.505, -2.179], [-3.903, -0.888, -2.380], [-3.786, 0.780, -1.330], [-3.186, 0.691, -3.116], [6.305, -0.889, -3.768], [6.387, -1.126, -2.285], [5.652, -0.545, -1.488], [7.313, -2.018, -1.831], [8.258, -2.794, -2.600], [5.523, -0.154, -3.978], [7.256, -0.496, -4.137], [6.052, -1.819, -4.282], [7.309, -2.125, -0.823], [8.069, -3.852, -2.403], [9.264, -2.539, -2.259], [8.179, -2.605, -3.671], [-9.595, 3.713, 4.130], [-9.513, 3.476, 5.612], [-10.248, 4.057, 6.410], [-8.587, 2.583, 6.067], [-7.642, 1.808, 5.298], [-10.377, 4.447, 3.920], [-8.644, 4.105, 3.761], [-9.848, 2.782, 3.615], [-8.591, 2.476, 7.075], [-7.831, 0.749, 5.495], [-6.636, 2.062, 5.639], [-7.721, 1.997, 4.226], [2.987, -1.497, -7.767], [4.050, -0.888, -6.897], [4.484, -1.458, -5.896], [4.537, 0.338, -7.245], [4.161, 1.161, -8.371], [2.699, -2.472, -7.365], [2.102, -0.855, -7.783], [3.370, -1.641, -8.781], [5.249, 0.684, -6.612], [5.053, 1.335, -8.977], [3.795, 2.116, -7.987], [3.389, 0.698, -8.987], [-8.466, -2.607, 9.664], [-7.669, -1.875, 8.619], [-6.700, -2.385, 8.058], [-8.049, -0.605, 8.298], [-9.147, 0.162, 8.839], [-8.044, -3.605, 9.812], [-8.421, -2.068, 10.614], [-9.503, -2.715, 9.336], [-7.466, -0.177, 7.588], [-9.812, 0.431, 8.015], [-8.738, 1.073, 9.284], [-9.709, -0.390, 9.594], [11.025, -0.060, -1.510], [10.456, 0.476, -2.795], [10.381, -0.209, -3.814], [10.016, 1.767, -2.809], [10.019, 2.723, -1.727], [11.333, -1.100, -1.652], [11.901, 0.523, -1.216], [10.266, -0.029, -0.723], [9.647, 2.057, -3.708], [8.987, 3.039, -1.551], [10.610, 3.587, -2.039], [10.435, 2.311, -0.807], [-0.122, 3.821, -5.288], [-0.928, 2.647, -5.772], [-1.034, 1.611, -5.118], [-1.555, 2.757, -6.979], [-1.552, 3.879, -7.887], [0.316, 3.586, -4.314], [0.688, 4.033, -5.990], [-0.767, 4.696, -5.174], [-2.078, 1.928, -7.238], [-2.587, 4.200, -8.034], [-1.143, 3.542, -8.843], [-0.962, 4.717, -7.514]],
  "mulliken_charge": [-1.180, 0.587, -0.100, -0.981, -0.560, 0.158, -1.373, 0.537, -0.579, -0.521, -0.221, 0.254, -0.508, -0.735, -0.120, -0.254, 0.181, -0.452, 0.594, -0.258, -0.740, 0.743, -0.276, -0.291, -0.243, -0.200, -0.049, -0.138, -0.308, -0.824, 0.288, -0.913, 0.433, -0.427, -0.667, 0.485, -0.519, -0.783, 0.297, 0.266, 0.277, 0.313, -0.498, 0.179, -0.022, 0.271, 0.370, 0.281, 0.459, 0.215, 0.384, 0.333, 0.381, 0.307, 0.322, 0.371, 0.514, 0.128, 0.307, 0.467, -0.030, 0.133, 0.566, 0.166, 0.327, 0.485, -0.392, 0.453, -0.030, 0.399, 0.265, 0.298, 0.316, 0.307, 0.090, 0.069, 0.296, 0.085, 0.568, 0.167, 0.096, 0.302, 0.269, -1.011, 0.466, -0.581, -0.137, -0.745, 0.125, 0.361, 0.436, 0.239, 0.334, 0.118, 0.325, -1.204, 0.800, -0.661, -0.018, -0.942, 0.289, 0.340, 0.325, 0.163, 0.231, 0.395, 0.270, -1.327, 0.788, -0.597, -0.095, -0.889, 0.284, 0.328, 0.371, 0.193, 0.299, 0.272, 0.351, -1.244, 0.808, -0.663, -0.038, -0.908, 0.284, 0.351, 0.347, 0.123, 0.305, 0.275, 0.366, -1.409, 0.861, -0.657, -0.158, -0.841, 0.311, 0.455, 0.335, 0.232, 0.271, 0.291, 0.324, -1.238, 0.774, -0.641, -0.189, -0.893, 0.160, 0.366, 0.397, 0.250, 0.296, 0.291, 0.345]
}

***

{
  "formula": "C43H87NO22S9",
  "method": "the ωB97M-V functional and the def2-TZVPD basis",
  "mol_weight_da": 1258.76,
  "energy_ha": -6984.29723,
  "max_force_ev_per_a": 1.84,
  "e_homo_ev": -10.048,
  "orbital_gap_ev": 9.858,
  "smiles": "O=S1(=O)CCCC1.O=S1(=O)CCCC1.O=S1(=O)CCCC1.O=S1(=O)CCCC1.O=S1(=O)CCCC1.O=S1(=O)CCCC1.O=S1(=O)CCCC1.O=S1(=O)CCCC1.O=S1(=O)CCCC1.CCOC(=O)OC.CNC(C)=O",
  "charge": 0,
  "lumo_ev": -0.2,
  "species": ["O", "S", "O", "C", "C", "C", "C", "H", "H", "H", "H", "H", "H", "H", "H", "O", "S", "O", "C", "C", "C", "C", "H", "H", "H", "H", "H", "H", "H", "H", "O", "S", "O", "C", "C", "C", "C", "H", "H", "H", "H", "H", "H", "H", "H", "O", "S", "O", "C", "C", "C", "C", "H", "H", "H", "H", "H", "H", "H", "H", "O", "S", "O", "C", "C", "C", "C", "H", "H", "H", "H", "H", "H", "H", "H", "O", "S", "O", "C", "C", "C", "C", "H", "H", "H", "H", "H", "H", "H", "H", "O", "S", "O", "C", "C", "C", "C", "H", "H", "H", "H", "H", "H", "H", "H", "O", "S", "O", "C", "C", "C", "C", "H", "H", "H", "H", "H", "H", "H", "H", "O", "S", "O", "C", "C", "C", "C", "H", "H", "H", "H", "H", "H", "H", "H", "C", "C", "O", "C", "O", "O", "C", "H", "H", "H", "H", "H", "H", "H", "H", "C", "N", "C", "C", "O", "H", "H", "H", "H", "H", "H", "H"],
  "coordinates": [[-0.484, 3.490, 0.195], [0.742, 4.066, -0.312], [1.337, 3.616, -1.543], [0.601, 5.840, -0.396], [2.012, 6.365, -0.020], [2.922, 5.225, 0.496], [1.996, 4.117, 0.948], [-0.052, 6.127, 0.429], [0.216, 6.171, -1.353], [2.427, 6.764, -0.953], [1.987, 7.260, 0.600], [3.573, 5.576, 1.291], [3.501, 4.845, -0.347], [1.416, 4.338, 1.851], [2.343, 3.087, 1.055], [-2.031, -1.354, -5.561], [-2.663, -2.587, -5.166], [-2.829, -3.666, -6.101], [-2.020, -3.159, -3.597], [-2.509, -2.117, -2.626], [-3.949, -1.665, -3.029], [-4.237, -2.124, -4.446], [-0.930, -3.221, -3.645], [-2.392, -4.170, -3.432], [-2.406, -2.342, -1.565], [-1.904, -1.207, -2.713], [-4.142, -0.619, -2.793], [-4.657, -2.184, -2.373], [-4.719, -1.436, -5.138], [-4.834, -3.037, -4.444], [3.787, -4.753, -2.907], [2.358, -4.723, -2.753], [1.521, -4.230, -3.818], [1.753, -6.351, -2.275], [1.573, -6.316, -0.772], [1.036, -4.910, -0.457], [1.922, -3.937, -1.220], [2.340, -7.125, -2.760], [0.746, -6.422, -2.696], [0.828, -7.060, -0.491], [2.490, -6.579, -0.244], [1.105, -4.687, 0.607], [0.005, -4.802, -0.794], [2.820, -3.640, -0.676], [1.447, -2.985, -1.465], [-0.118, -0.692, 3.895], [1.265, -0.304, 3.876], [1.619, 1.069, 3.593], [2.050, -0.875, 5.403], [3.262, -1.710, 5.002], [2.774, -2.461, 3.745], [2.296, -1.338, 2.834], [1.286, -1.511, 5.856], [2.208, -0.038, 6.079], [4.086, -1.042, 4.754], [3.489, -2.423, 5.790], [2.003, -3.172, 4.051], [3.578, -3.009, 3.253], [1.826, -1.621, 1.891], [3.194, -0.765, 2.597], [-2.638, 3.588, 6.439], [-1.824, 4.145, 5.397], [-0.949, 5.271, 5.618], [-0.863, 2.887, 4.525], [-1.717, 2.528, 3.318], [-2.234, 3.883, 2.812], [-2.945, 4.471, 4.015], [-0.628, 2.089, 5.225], [0.058, 3.366, 4.198], [-1.111, 2.057, 2.545], [-2.518, 1.859, 3.634], [-2.877, 3.766, 1.941], [-1.406, 4.537, 2.532], [-3.857, 3.915, 4.231], [-3.205, 5.528, 4.031], [-1.702, 4.802, -2.549], [-2.296, 3.560, -2.987], [-3.410, 3.014, -2.248], [-2.707, 3.589, -4.741], [-1.721, 2.654, -5.424], [-1.342, 1.573, -4.429], [-1.027, 2.307, -3.145], [-2.610, 4.601, -5.131], [-3.771, 3.351, -4.767], [-2.075, 2.250, -6.372], [-0.835, 3.235, -5.698], [-0.511, 0.936, -4.731], [-2.177, 0.879, -4.300], [-0.139, 2.938, -3.252], [-0.909, 1.752, -2.219], [4.107, 3.382, -4.903], [4.703, 2.099, -4.652], [5.040, 1.181, -5.702], [6.121, 2.391, -3.577], [5.767, 1.820, -2.194], [4.254, 1.660, -2.100], [3.712, 1.221, -3.441], [6.092, 3.475, -3.455], [7.027, 2.069, -4.077], [6.269, 0.849, -2.102], [6.217, 2.433, -1.413], [3.747, 2.590, -1.813], [3.982, 1.013, -1.265], [2.661, 1.412, -3.636], [3.965, 0.165, -3.561], [5.504, 0.920, 3.519], [5.222, 1.719, 2.362], [4.035, 1.500, 1.576], [5.270, 3.450, 2.864], [6.614, 3.977, 2.406], [6.873, 3.312, 1.043], [6.657, 1.831, 1.267], [5.044, 3.436, 3.930], [4.403, 3.927, 2.408], [6.569, 5.059, 2.308], [7.379, 3.631, 3.101], [7.908, 3.531, 0.780], [6.224, 3.677, 0.246], [7.490, 1.375, 1.802], [6.431, 1.225, 0.390], [-8.472, -4.147, 2.477], [-8.355, -2.845, 1.900], [-9.332, -1.837, 2.223], [-6.713, -2.172, 2.172], [-6.041, -2.172, 0.805], [-7.123, -2.011, -0.282], [-8.241, -2.959, 0.111], [-6.193, -2.702, 2.963], [-6.877, -1.127, 2.444], [-5.197, -1.485, 0.755], [-5.581, -3.154, 0.622], [-6.705, -2.263, -1.254], [-7.457, -0.972, -0.243], [-7.995, -4.005, -0.074], [-9.217, -2.698, -0.289], [-1.799, -6.977, 0.424], [-2.819, -6.453, 1.389], [-2.526, -5.058, 1.536], [-3.416, -4.315, 2.202], [-4.480, -4.700, 2.604], [-2.980, -3.076, 2.396], [-1.647, -2.719, 1.990], [-1.800, -6.378, -0.491], [-1.924, -8.014, 0.119], [-0.811, -6.856, 0.872], [-2.744, -6.934, 2.368], [-3.854, -6.598, 1.077], [-0.879, -3.336, 2.455], [-1.475, -1.706, 2.327], [-1.578, -2.730, 0.908], [-2.156, 0.409, 0.296], [-0.780, 0.652, -0.076], [0.108, -0.310, -0.391], [1.499, 0.205, -0.678], [-0.152, -1.508, -0.381], [-2.708, 1.347, 0.231], [-2.272, -0.029, 1.285], [-2.636, -0.239, -0.441], [-0.432, 1.598, 0.017], [2.117, -0.527, -1.191], [1.961, 0.425, 0.291], [1.476, 1.130, -1.255]],
  "mulliken_charge": [-0.642, 0.927, -0.785, -0.800, -0.905, -0.070, -0.067, 0.271, 0.579, 0.294, 0.332, 0.583, 0.042, 0.230, -0.450, -0.549, 1.069, -0.709, -0.710, 1.183, -0.279, -1.035, 0.163, 0.363, -0.261, -0.566, 0.442, -0.054, 0.477, 0.418, -0.703, 1.062, -0.609, -0.846, -0.678, -0.130, 0.247, 0.503, 0.312, 0.271, 0.371, 0.359, -0.055, 0.441, -0.571, -0.750, 1.359, -0.457, -1.052, -0.497, -0.774, 0.675, 0.471, 0.400, 0.184, 0.417, 0.362, 0.403, -0.476, -0.346, -0.682, 1.170, -0.675, -0.772, 0.629, -0.145, -0.895, 0.535, 0.142, -0.869, 0.414, 0.419, -0.106, 0.397, 0.480, -0.693, 1.328, -0.715, -0.861, -0.946, -0.171, 0.973, 0.425, 0.376, 0.453, 0.333, 0.514, -0.042, 0.044, -0.899, -0.670, 1.225, -0.690, -0.938, -0.610, 1.256, -0.703, 0.402, 0.433, 0.437, -0.236, -0.465, -0.183, 0.153, 0.447, -0.823, 1.098, -0.120, -0.051, -0.882, -0.308, -0.827, 0.587, -0.494, 0.386, 0.342, 0.478, 0.135, 0.455, 0.185, -0.658, 1.188, -0.676, -0.806, 0.004, -0.385, -0.907, 0.375, 0.405, 0.155, -0.039, 0.174, 0.372, 0.372, 0.479, -0.738, -0.565, -0.147, 0.519, -0.629, -0.293, 0.508, 0.137, 0.477, 0.122, 0.322, 0.378, 0.319, -0.285, -0.197, -0.477, 1.413, 0.010, 0.078, -0.027, 0.483, 0.107, -0.625, -0.711, 0.620, -0.179, -0.237]
}